Entry from the Open Molecules 2025 dataset: a structure of composition C23H30IN4O9S2V at a distorted geometry (ωB97M-V/def2-TZVPD).

Values from the calculation:
Orbital gap (alpha / beta) = 0.1895 / 0.2719 Eh
Spin multiplicity = 4
Charge = -1

Geometry as XYZ:
```
70
Properties=species:S:1:pos:R:3:forces:R:3
V 0.79940 -0.15381 0.44799 -0.207 0.003 0.037
C 1.14039 3.13356 -1.86842 -1.038 1.124 -0.393
C 2.22140 2.57594 -0.96767 0.595 -0.843 0.472
N 1.76560 1.92582 0.28425 -0.524 0.587 -0.227
C 1.43008 2.86790 1.38632 0.447 -0.245 -0.423
C 0.45269 4.05424 1.23780 0.326 0.070 0.833
S -1.31920 3.77775 0.89248 0.620 0.892 -1.077
C -1.38290 4.62484 -0.75913 -0.639 -1.046 0.332
C -1.27496 3.61243 -1.89153 0.355 -0.385 -1.071
N -0.23118 2.60032 -1.73894 0.464 0.041 -0.346
H 1.08007 4.21806 -1.64104 -0.114 -0.397 -0.209
H 1.51803 3.08089 -2.90873 -0.202 -0.035 0.257
H 2.82714 1.83766 -1.52188 -0.402 0.150 0.430
H 2.89426 3.41520 -0.71340 -0.010 -0.146 -0.029
H 2.57992 1.41889 0.64604 -0.179 0.005 -0.092
H 1.14177 2.21015 2.20936 -0.073 0.390 0.049
H 2.38805 3.32970 1.63691 0.054 0.333 0.447
H 0.38642 4.46284 2.26084 0.392 -0.092 -0.239
H 0.89140 4.89510 0.64825 -0.565 -0.807 0.067
H -2.35786 5.10484 -0.81322 -0.134 0.020 -0.031
H -0.65952 5.42068 -0.87468 0.390 0.056 0.457
H -2.22337 3.08632 -2.01205 -0.040 -0.136 0.260
H -1.16662 4.17349 -2.85100 0.043 0.047 0.296
H -0.38253 1.82730 -2.41209 0.179 0.680 0.722
O 4.71954 -0.92745 1.60989 0.462 -0.475 0.086
C 3.55958 -1.23804 1.47986 -2.413 0.850 -0.338
O 2.52341 -0.43345 1.68684 1.526 -0.221 0.442
C 3.01596 -2.64571 1.07616 -0.500 0.375 0.899
C 1.69850 -2.84486 1.91830 -0.948 -0.039 -1.075
C 1.27844 -4.29978 1.94286 -0.103 -1.091 1.385
C 0.90635 -4.59888 0.49592 -0.747 0.310 -1.206
C 0.94188 -3.17027 -0.13257 0.199 0.791 0.122
O 0.54345 -2.30645 1.02239 2.636 -1.163 -0.062
C 2.49199 -2.77606 -0.39445 -0.816 0.652 -0.250
C 2.85696 -1.43293 -1.18284 -1.502 1.503 0.397
O 3.83918 -1.36788 -1.89855 -0.154 -0.765 0.182
O 2.08967 -0.36657 -0.93174 1.893 -2.854 -1.843
H 3.78204 -3.39332 1.32604 -0.341 0.026 -0.111
H 1.70038 -2.35041 2.88858 -0.170 -0.073 -0.299
H 0.39328 -4.48054 2.61779 0.875 0.440 -0.580
H 2.09878 -4.94706 2.32794 -0.437 0.376 -0.275
H -0.13445 -5.03798 0.38133 1.336 0.397 0.170
H 1.65044 -5.21707 -0.03583 -0.469 0.007 0.296
H 0.18908 -3.00232 -0.93117 0.908 0.016 0.332
H 2.99540 -3.59316 -0.92263 -0.116 0.190 0.109
O -2.29828 -0.19222 0.58870 -0.707 0.169 0.070
C -2.11255 -0.37453 -0.60955 1.185 -0.208 0.708
N -0.88958 -0.55141 -1.14084 -0.370 0.259 -0.540
S -1.02460 -0.83937 -2.75130 2.823 0.003 0.407
O -0.51015 0.29211 -3.50564 -0.660 -0.447 -0.124
O -0.42904 -2.11776 -3.04877 -0.233 -0.165 -0.326
C -2.75197 -0.94713 -2.86432 -0.151 0.579 1.078
C -3.59758 -1.35286 -3.87383 -0.069 -0.455 -0.469
C -4.94953 -1.23967 -3.60365 -0.974 0.037 -0.261
C -5.40284 -0.72154 -2.38054 -0.818 -0.145 -0.297
C -4.55803 -0.46259 -1.32000 0.880 0.429 0.098
C -3.18056 -0.54345 -1.60794 -2.457 -0.362 -0.055
H -3.23564 -1.80103 -4.80765 -0.055 0.381 0.439
H -5.73898 -1.56070 -4.32374 0.950 0.367 0.439
H -6.47564 -0.52870 -2.31154 0.237 -0.288 0.280
H -4.89958 -0.17068 -0.30505 0.284 -0.167 -0.910
N 1.09184 -0.08541 4.26989 -1.868 -1.422 -0.153
C -0.08388 -0.11369 3.47430 1.178 1.174 -1.433
O 0.10327 0.22715 2.29690 -1.289 -0.508 1.809
C -1.54201 -0.39188 3.84069 0.716 -0.712 0.535
I -1.88723 -2.48425 4.43040 0.299 0.487 -0.070
H 1.82664 -0.56022 3.67173 -0.449 1.167 0.911
H 0.94443 -0.41310 5.23710 0.440 -0.059 -0.897
H -2.13449 -0.30930 2.93288 0.142 0.305 0.041
H -1.92233 0.17229 4.69120 0.103 0.062 -0.182
```
Forces are in eV/Å.

natural (NBO) population analysis, charges in e, atoms 1 to 6: atom 1 (V): 1.26, atom 2 (C): -0.22, atom 3 (C): -0.23, atom 4 (N): -0.65, atom 5 (C): -0.23, atom 6 (C): -0.54


Entry from the Open Molecules 2025 dataset: the molecule C4H8O2 (ωB97M-V/def2-TZVPD).

Values from the calculation:
Orbital gap = 0.3939 Eh
SMILES = C[C@H]1OC[C@H]1O

Geometry as XYZ:
```
14
Properties=species:S:1:pos:R:3:forces:R:3
C -1.39385 -0.67300 -0.35208 0.193 -0.072 0.024
C -0.53034 0.09766 0.67806 -0.650 -0.048 -0.304
O 0.44873 -0.70308 1.36816 -0.179 -0.289 -0.035
C 1.48575 -0.26945 0.46946 0.227 -0.049 -0.185
C 0.62532 0.94145 0.06630 -0.051 -0.030 0.242
O 0.51126 1.33145 -1.26569 -0.038 -0.186 -0.240
H -0.81370 -1.39552 -0.93434 0.021 0.103 -0.008
H -2.20071 -1.23334 0.13824 0.354 0.118 0.085
H -1.90564 0.01743 -1.04171 0.252 -0.046 0.199
H -1.27830 0.52032 1.35031 0.502 0.466 0.340
H 1.62638 -0.98529 -0.35283 -0.015 0.097 0.045
H 2.45321 -0.10046 0.96033 -0.323 0.001 0.008
H 0.94102 1.82994 0.62680 -0.446 -0.239 0.043
H 0.03087 0.62190 -1.71100 0.152 0.174 -0.214
```
Forces are in eV/Å.

natural (NBO) population analysis, charges in e, atoms 1 to 6: atom 1 (C): -0.67, atom 2 (C): 0.07, atom 3 (O): -0.52, atom 4 (C): -0.09, atom 5 (C): 0.06, atom 6 (O): -0.69


Entry from the Open Molecules 2025 dataset: a structure of composition H2NO4S2 at a distorted geometry (ωB97M-V/def2-TZVPD).

Values from the calculation:
Orbital gap (alpha / beta) = 0.2949 / 0.2949 Eh
Charge = -1

Geometry as XYZ:
```
9
Properties=species:S:1:pos:R:3:forces:R:3
N 1.34569 -1.97743 -0.46000 1.656 -0.797 -2.370
O 0.01920 0.46281 0.77313 0.752 -1.985 1.442
O -1.43524 2.61531 -0.02996 0.185 -0.602 -0.011
O -2.47405 0.40757 -0.43182 2.019 1.232 0.039
O 0.56602 -1.94952 0.47616 -1.245 0.764 2.136
S 2.07362 -0.65272 -1.14403 -0.170 -0.163 0.597
S -1.27726 1.28249 -0.59798 -2.061 -0.598 -0.316
H 0.96436 0.54069 0.52970 -0.315 0.900 -0.534
H 0.21766 -0.72919 0.88482 -0.822 1.251 -0.983
```
Forces are in eV/Å.

natural (NBO) population analysis, charges in e, atoms 1 to 6: atom 1 (N): -0.10, atom 2 (O): -1.02, atom 3 (O): -0.95, atom 4 (O): -0.95, atom 5 (O): -0.43, atom 6 (S): -0.19


Across the entries above, calculated total energy takes the values -104188.2807; -8371.2645; -31382.0596 eV, respectively.
Across the entries above, relative energy (zero: lowest compared OMol25 entry of this formula, charge and spin) takes the values 9.75; 46.52; 41.82 kcal per mole, respectively.